Record 1
Here is a molecular structure, C22H45BBeN3O14 at a distorted geometry from OMol25. Energies are from wB97M-V/def2-TZVPD.

## Properties
* HOMO: -11.0 eV
* orbital gap: 8.54 eV

The geometry in ORCA input format:
```
! RIJCOSX wB97M-V def2-TZVPD def2/J DEFGRID3
* xyz 1 1
Be 0.088 0.524 -0.078
O 0.131 -6.151 -5.410
C 0.232 -5.013 -5.264
O 0.848 -4.376 -4.255
B 0.974 -2.956 -4.544
O 0.211 -2.729 -5.788
C -0.252 -3.886 -6.194
O -0.982 -4.097 -7.103
O 2.353 -2.467 -4.614
C 2.659 -1.773 -3.558
O 3.703 -1.301 -3.250
C 1.312 -1.460 -2.860
O 0.374 -2.123 -3.438
O 1.238 -0.651 -1.989
C -1.940 -3.017 3.498
O -2.013 -1.898 2.623
C -1.978 -0.634 3.254
C -2.470 0.449 2.279
N -2.167 0.142 0.855
C -2.892 1.177 0.089
C -2.742 0.972 -1.415
O -1.439 0.656 -1.766
C -1.378 0.262 -3.140
H -2.763 -3.710 3.319
H -1.934 -2.715 4.546
H -1.030 -3.589 3.288
H -0.966 -0.426 3.622
H -2.635 -0.653 4.131
H -2.114 1.395 2.657
H -3.548 0.483 2.490
H -2.714 -0.722 0.844
H -2.646 2.208 0.358
H -3.965 1.118 0.310
H -3.092 1.860 -1.949
H -3.516 0.212 -1.590
H -2.084 0.846 -3.735
H -1.493 -0.809 -3.305
H -0.403 0.500 -3.568
C -0.290 1.684 5.729
O -0.119 2.245 4.460
C 1.224 2.496 4.058
C 1.484 1.798 2.697
N 0.424 2.162 1.675
C 0.816 3.409 0.970
C -0.207 3.720 -0.126
O 0.128 2.787 -1.098
C -0.237 3.230 -2.399
H -1.334 1.467 5.950
H 0.138 2.227 6.581
H 0.211 0.704 5.838
H 1.873 2.019 4.791
H 1.295 3.564 3.856
H 1.393 0.714 2.771
H 2.500 2.088 2.416
H -0.287 2.514 2.319
H 1.807 3.216 0.550
H 1.049 4.221 1.671
H 0.168 4.729 -0.377
H -1.253 3.949 0.091
H 0.330 4.073 -2.813
H -1.277 3.553 -2.513
H -0.029 2.387 -3.057
C 2.598 2.395 -1.116
O 2.139 1.180 -0.559
C 3.234 0.437 -0.075
C 2.852 -0.995 0.265
N 1.612 -0.947 1.020
C 0.938 -2.231 1.178
C 0.231 -2.716 -0.078
O -0.682 -1.725 -0.479
C -1.881 -2.258 -1.010
H 1.819 3.055 -1.473
H 3.266 2.179 -1.962
H 3.279 2.951 -0.455
H 3.659 0.850 0.848
H 4.004 0.325 -0.843
H 3.681 -1.554 0.719
H 2.726 -1.662 -0.589
H 1.896 -0.770 1.985
H 0.184 -2.265 1.950
H 1.679 -3.018 1.371
H -0.317 -3.610 0.253
H 0.924 -3.139 -0.817
H -2.357 -1.469 -1.586
H -2.591 -2.547 -0.231
H -1.666 -3.069 -1.705
*
```


Record 2
Here is a molecular structure, C22H45BrCl2IK2NO5PSV at a distorted geometry from OMol25. Energies are from wB97M-V/def2-TZVPD.

## Properties
* HOMO: -5.9 eV
* orbital gap: 1.77 eV

The geometry in ORCA input format:
```
! RIJCOSX wB97M-V def2-TZVPD def2/J DEFGRID3
* xyz 0 1
I 4.302 -1.097 7.683
P 3.796 -0.509 5.305
C 3.329 0.054 3.540
C 4.126 1.411 3.025
C 3.281 2.733 3.520
C 1.904 3.010 2.614
C 0.730 3.388 3.706
C -0.744 3.682 3.054
C -1.592 2.345 2.631
C -1.600 1.140 3.741
C -2.712 -0.035 3.497
C -2.985 -0.444 1.938
C -1.968 -1.576 1.320
C -0.377 -1.184 1.390
N 0.397 -1.419 0.095
C 1.771 -0.780 0.031
C 2.532 -1.129 -1.377
C 1.391 -2.080 -2.110
C 0.065 -2.214 -1.145
H 2.516 -1.180 5.392
H 4.040 0.873 5.677
H 4.916 -1.270 4.808
H 2.169 0.328 3.573
H 3.424 -0.799 2.722
H 5.180 1.467 3.557
H 4.329 1.419 1.861
H 3.927 3.709 3.449
H 2.928 2.494 4.635
H 1.568 2.053 2.030
H 2.029 3.967 1.916
H 0.710 2.515 4.492
H 1.070 4.394 4.247
H -0.612 4.335 2.064
H -1.419 4.279 3.835
H -1.053 1.902 1.663
H -2.697 2.600 2.264
H -0.519 0.674 3.886
H -1.861 1.645 4.790
H -3.723 0.265 4.046
H -2.321 -0.994 4.089
H -3.015 0.444 1.178
H -4.072 -0.933 1.907
H -2.171 -2.585 1.907
H -2.346 -1.785 0.209
H 0.101 -1.912 2.177
H -0.137 -0.087 1.718
H 2.180 -0.139 0.936
H 3.604 -0.798 -1.751
H 1.560 -2.569 -3.163
H -0.944 -2.806 -1.318
Cl 3.828 -2.036 1.053
K 0.828 1.452 5.465
Cl 2.328 -3.030 8.822
C 0.075 -0.021 -7.058
S -0.589 -0.835 -5.585
O -2.048 -1.088 -5.830
C -0.463 0.607 -4.500
H 0.055 -0.734 -7.886
H -0.536 0.847 -7.315
H 1.106 0.286 -6.872
H -1.042 1.437 -4.911
H 0.585 0.895 -4.394
H -0.864 0.338 -3.519
K 5.028 3.316 4.770
O 7.120 2.142 6.956
V 8.028 2.693 8.356
O 8.936 3.243 9.756
Br 9.228 5.464 9.843
O -8.024 -3.827 -9.300
C -6.852 -3.536 -9.069
O -6.320 -3.761 -7.846
C -4.919 -3.653 -7.535
C -4.555 -2.227 -7.168
C -6.019 -2.839 -10.102
H -4.302 -4.048 -8.347
H -4.743 -4.301 -6.670
H -4.723 -1.542 -8.004
H -3.504 -2.162 -6.873
H -5.176 -1.875 -6.339
H -6.165 -1.759 -10.017
H -6.348 -3.167 -11.093
H -4.958 -3.079 -10.042
*
```


Record 3
Here is 6 unconnected molecules or ions with the total composition C22H45FIN5O7 at a distorted geometry from OMol25. Energies are from wB97M-V/def2-TZVPD.

## Properties
* HOMO: -8.5 eV
* orbital gap: 9.00 eV
* SMILES string: C[C@@H](F)C[C@@H]1CC(=O)O[C@@H]1I.CN(C)C=O.CN(C)C=O.CN(C)C=O.CN(C)C=O.CN(C)C=O

The geometry in ORCA input format:
```
! RIJCOSX wB97M-V def2-TZVPD def2/J DEFGRID3
* xyz 0 1
C -1.666 -3.941 -6.196
C -0.914 -4.860 -5.124
F -1.916 -5.826 -4.650
C 0.197 -5.715 -5.899
C 1.669 -5.082 -5.902
C 2.391 -4.695 -4.528
C 3.624 -3.807 -5.115
O 4.563 -3.323 -4.444
O 3.421 -3.635 -6.548
C 1.955 -3.712 -6.682
I 1.384 -1.825 -5.658
H -2.341 -3.209 -5.608
H -2.295 -4.549 -6.952
H -0.931 -3.331 -6.839
H -0.545 -4.314 -4.196
H 0.267 -6.756 -5.399
H -0.157 -5.933 -6.979
H 2.298 -5.951 -6.326
H 1.736 -4.131 -3.758
H 2.708 -5.611 -3.908
H 1.506 -3.582 -7.718
C -5.784 -0.879 -8.821
N -4.787 -1.019 -7.780
C -3.658 -0.109 -7.762
C -4.874 -1.980 -6.816
O -4.071 -2.148 -5.918
H -5.304 -1.005 -9.795
H -6.227 0.119 -8.759
H -6.572 -1.626 -8.712
H -2.732 -0.684 -7.843
H -3.650 0.434 -6.813
H -3.724 0.600 -8.589
H -5.767 -2.617 -6.920
C 2.273 -0.957 0.603
N 1.851 -1.275 -0.746
C 2.326 -0.454 -1.842
C 1.022 -2.320 -1.019
O 0.632 -2.637 -2.129
H 1.949 0.057 0.847
H 3.364 -1.016 0.657
H 1.842 -1.655 1.324
H 1.468 -0.014 -2.358
H 2.876 -1.081 -2.548
H 2.976 0.339 -1.472
H 0.721 -2.878 -0.118
C -0.106 2.671 4.740
N 0.393 2.016 3.540
C 0.810 0.629 3.613
C 0.480 2.668 2.347
O 0.888 2.185 1.301
H 0.670 2.651 5.502
H -0.982 2.135 5.098
H -0.379 3.707 4.534
H 1.861 0.557 3.320
H 0.209 0.039 2.916
H 0.683 0.245 4.623
H 0.139 3.714 2.403
C 1.131 8.136 6.771
N 1.038 6.814 6.187
C 0.986 6.686 4.743
C 0.997 5.686 6.949
O 0.920 4.548 6.519
H 0.260 8.723 6.466
H 2.041 8.622 6.411
H 1.161 8.082 7.860
H 0.059 6.180 4.461
H 1.831 6.080 4.406
H 1.027 7.668 4.270
H 1.042 5.894 8.031
C 0.567 0.370 9.807
N -0.018 0.934 8.608
C -0.587 2.268 8.664
C -0.050 0.252 7.429
O -0.527 0.670 6.388
H -0.197 0.319 10.587
H 1.386 1.014 10.141
H 0.955 -0.632 9.620
H -1.644 2.217 8.390
H -0.069 2.909 7.946
H -0.488 2.684 9.667
H 0.407 -0.748 7.496
*
```


Number 1: LUMO -2.424 eV, E -2122.295813 Ha. Number 2: LUMO -4.096 eV, E -7970.809381 Ha. Number 3: LUMO 0.474 eV, E -2063.208035 Ha.